Here is a structure of composition C11H19MnN3O6P at a distorted geometry from the Open Molecules 2025 dataset. Energies are from ωB97M-V/def2-TZVPD.

The geometry in XYZ format:
```
41
C11H19MnN3O6P ωB97M-V/def2-TZVPD
O 0.3689 0.1723 -6.6334
C -0.1428 0.1956 -5.5746
Mn -0.6348 0.1676 -3.8235
O 2.3212 0.1744 -3.9663
C 1.2116 0.1903 -3.6423
C -2.4451 0.3082 -3.0807
O -3.0448 0.3871 -2.0529
C -0.5831 -1.5396 -3.2149
O -0.4811 -2.6451 -2.8819
C -0.5464 1.8943 -3.2399
O -0.3414 2.9525 -2.8061
H -2.3634 0.2333 -4.4018
C -1.4826 -2.1491 0.8455
N -0.5219 -1.3519 1.6003
C -0.2350 -1.7848 2.9632
P 0.2439 -0.0828 0.8259
O 0.1820 -0.0200 -0.6596
N -0.4589 1.2832 1.5658
C -0.1523 2.6100 0.9857
C -1.8060 1.2249 2.1326
N 1.7273 -0.2001 1.5509
C 2.4877 -1.3946 1.2081
C 2.5724 0.9617 1.8019
H -1.5424 -3.1415 1.2694
H -1.1997 -2.1776 -0.2164
H -2.4865 -1.7019 0.9180
H -0.2889 -2.8802 3.0212
H 0.7699 -1.4935 3.2858
H -0.9573 -1.3987 3.6887
H -0.6277 2.7634 -0.0151
H -0.5733 3.3594 1.6866
H 0.9475 2.7731 0.9100
H -2.5824 1.1276 1.3568
H -1.8918 0.3876 2.8367
H -1.9736 2.1728 2.6637
H 2.8445 -1.3803 0.1709
H 3.3495 -1.3944 1.8768
H 1.9001 -2.2954 1.3930
H 2.9184 1.4546 0.8768
H 2.0678 1.6768 2.4576
H 3.4507 0.5609 2.3180
```

## Properties
* multiplicity: 6
* orbital gap (alpha / beta): 5.279 / 3.982 eV
* total charge: +1

---

Here is a structure of composition C14H8N3O7RuS6 at a distorted geometry from the Open Molecules 2025 dataset. Energies are from ωB97M-V/def2-TZVPD.

The geometry in XYZ format:
```
39
C14H8N3O7RuS6 ωB97M-V/def2-TZVPD
Ru -1.0139 -0.6846 1.2295
S -7.0308 -4.4776 3.5827
C -5.7675 -3.4935 3.1221
S -4.6301 -2.8155 4.2191
C -3.5830 -2.0347 3.0600
C -3.9287 -2.2132 1.7685
S -3.1200 -1.4503 0.4332
S -5.3347 -3.2025 1.4835
S -2.2106 -1.1061 3.5428
N -0.9110 1.3225 2.2311
C -1.8488 2.1416 1.4622
C -1.7897 1.8100 -0.0378
O -2.1046 2.6653 -0.8473
O -1.4119 0.6091 -0.3269
H -1.1471 1.2905 3.2160
H 0.0517 1.6217 2.1109
H -1.6942 3.2166 1.5792
H -2.8562 1.8940 1.8065
O 0.7480 -1.3976 -1.0582
C 1.3416 -0.2704 -0.8337
O 1.3159 0.4050 0.1839
C 2.1524 0.2025 -2.0148
C 2.1642 -0.5093 -3.2089
C 2.9071 -0.0604 -4.2921
C 3.6499 1.1018 -4.1965
C 3.6253 1.7976 -2.9949
C 2.8885 1.3750 -1.9035
N 4.4111 3.0194 -2.8935
O 4.3654 3.6524 -1.8604
O 5.0632 3.3650 -3.8651
H 1.5784 -1.4155 -3.2676
H 2.9052 -0.6205 -5.2183
H 4.2384 1.4767 -5.0190
H 2.8729 1.9273 -0.9761
S 2.7512 -1.1332 4.2285
C 1.4687 -1.2673 3.2300
N 0.5514 -1.3790 2.5179
O -0.3453 -3.2519 -0.2072
C -0.3223 -2.1110 0.0141
```

## Properties
* multiplicity: 2
* orbital gap (alpha / beta): 4.642 / 4.605 eV
* energy above the lowest of the compared OMol25 structures with the same formula, charge and spin: 275.2 kJ/mol
* total charge: -2

---

Here is a cluster of 2 separate species, C4H12N2O2 in total at a distorted geometry from the Open Molecules 2025 dataset. Energies are from ωB97M-V/def2-TZVPD.

The geometry in XYZ format:
```
20
C4H12N2O2 ωB97M-V/def2-TZVPD
C -1.5613 0.6780 -1.3938
N -0.1170 0.2416 -1.1857
C 0.7695 1.3133 -0.6062
C 0.1855 -1.0010 -0.7487
O -0.7118 -1.8332 -0.6302
C 1.6857 -1.4130 -0.4039
N 1.8346 -1.4248 1.0623
H -2.2821 -0.0247 -0.9560
H -1.7629 0.7131 -2.4385
H -1.6339 1.6370 -0.8326
H 1.8276 1.2634 -0.9031
H 0.3831 2.3219 -0.8799
H 0.8166 1.3296 0.4766
H 2.4282 -0.7829 -0.9984
H 1.8001 -2.4703 -0.8359
H 1.3086 -0.6256 1.2770
H 1.1401 -2.1835 1.4045
O -1.6742 0.6346 2.6844
H -1.9344 1.4090 3.1808
H -2.5021 0.2175 2.7272
```

## Properties
* multiplicity: 1
* orbital gap: 9.676 eV
* energy above the lowest of the compared OMol25 structures with the same formula, charge and spin: 234.8 kJ/mol

---

Here is a cluster of 2 separate species, C3H10N3OS in total at a distorted geometry from the Open Molecules 2025 dataset. Energies are from ωB97M-V/def2-TZVPD.

The geometry in XYZ format:
```
18
C3H10N3OS ωB97M-V/def2-TZVPD
C 0.0019 -2.0014 0.1833
C 1.0378 3.9479 0.2933
C -0.6527 0.0951 -0.7670
N 0.2645 -3.2955 -0.0578
N -0.0862 -1.6600 1.4653
N -0.0998 -1.1498 -0.8472
O -1.4535 0.3209 0.3516
S 1.0135 2.4848 -0.6927
H 1.5714 3.9237 1.2120
H 0.4422 4.8286 -0.0277
H -0.7964 0.6476 -1.7141
H 0.2898 -3.9058 0.7445
H 0.0934 -3.7959 -0.9715
H -0.1356 -2.3365 2.1539
H -0.3568 -0.6661 1.6118
H 0.2136 -1.5686 -1.6740
H -1.4841 1.2449 0.3758
H 0.1371 2.8861 -1.6397
```

## Properties
* multiplicity: 1
* orbital gap (alpha / beta): 8.068 / 6.962 eV
* energy above the lowest of the compared OMol25 structures with the same formula, charge and spin: 345.3 kJ/mol
* total charge: +1

---

Here is a cluster of 6 separate species, C15H15F6O15 in total at a distorted geometry from the Open Molecules 2025 dataset. Energies are from ωB97M-V/def2-TZVPD.

The geometry in XYZ format:
```
51
C15H15F6O15 ωB97M-V/def2-TZVPD
F 0.2761 0.1603 0.0793
C -1.4679 1.9903 -1.3097
C -1.0389 3.3813 -1.7777
O -2.2539 3.8553 -2.3527
C -3.2749 2.9163 -2.3697
O -4.2979 3.1563 -2.9167
O -2.8039 1.7813 -1.8837
F -0.0739 3.1903 -2.7137
H -1.3189 2.0873 -0.2407
H -0.8349 1.1993 -1.7387
H -0.3809 4.0093 -0.9957
C -1.6299 -0.1707 2.6323
C -0.6329 0.7353 3.2943
O -0.1119 -0.1287 4.3123
C -0.8869 -1.0327 4.6473
O -0.7849 -1.8437 5.5643
O -1.8619 -1.0747 3.7153
F -1.1459 1.9043 3.8743
H -1.1049 -0.7537 1.9413
H -2.5909 0.3403 2.4243
H 0.3081 1.2513 2.7183
C 1.8721 3.1293 0.8703
C 3.0131 2.0693 0.8283
O 3.2291 1.7423 2.2043
C 2.8251 2.6413 3.0173
O 2.8431 2.5453 4.2113
O 1.9551 3.4893 2.3523
F 3.9751 2.4513 -0.0347
H 0.9431 2.4653 0.7473
H 1.9721 3.9763 0.1663
H 2.7801 1.2893 0.4033
C -2.1589 -2.7197 -2.1387
C -1.6709 -2.2947 -0.7447
O -1.3729 -3.4747 -0.0867
C -1.7539 -4.4717 -0.8517
O -1.7819 -5.6837 -0.5297
O -2.3049 -4.0597 -2.0157
F -2.7289 -1.7797 -0.0747
H -1.4879 -2.2967 -2.7427
H -3.0379 -2.0887 -2.2257
H -0.9149 -1.5417 -0.6907
C 2.4901 -2.2097 -1.0597
C 2.2351 -1.2727 -2.3037
O 1.6081 -2.0987 -3.2047
C 1.6231 -3.3897 -2.7027
O 1.0241 -4.2777 -3.2087
O 1.9871 -3.4047 -1.4737
F 3.4771 -0.9417 -2.7647
H 1.9771 -1.8047 -0.3077
H 3.6011 -2.4257 -0.8017
H 1.6921 -0.5147 -1.7397
```

## Properties
* multiplicity: 1
* orbital gap: 10.052 eV
* energy above the lowest of the compared OMol25 structures with the same formula, charge and spin: 59.2 kJ/mol
* total charge: -1

---

Here is an isolated molecule of C4H3FO2 at a distorted geometry from the Open Molecules 2025 dataset. Energies are from ωB97M-V/def2-TZVPD.

The geometry in XYZ format:
```
10
C4H3FO2 ωB97M-V/def2-TZVPD
C 0.7524 -1.4395 -0.5881
C 0.5760 -0.1134 -0.0222
O 0.9392 0.3139 1.0409
O -0.2987 0.5984 -0.8740
C -1.0082 1.3913 -0.1115
C -1.2031 1.9955 0.9048
F -1.9525 2.6000 1.7171
H 1.6242 -1.9599 -0.2900
H -0.1299 -1.9118 -0.1745
H 0.7006 -1.4744 -1.6025
```

## Properties
* multiplicity: 1
* orbital gap: 10.151 eV
* energy above the lowest of the compared OMol25 structures with the same formula, charge and spin: 262.8 kJ/mol

---

Q: Which value of multiplicity does entry 4 give?
A: 1